Entry 1:
92
Properties=species:S:1:pos:R:3 method="wB97M-V/def2-TZVPD" homo_lumo_gap_ev="6.99 / 5.75" multiplicity=5 s_squared=6.06 total_charge=+3
Rh 0.586 0.567 -0.584
C 3.113 2.260 -1.205
N 2.802 0.886 -0.766
C 3.090 -0.090 -1.832
C 2.103 0.091 -2.968
C 2.487 0.034 -4.294
C 1.541 0.245 -5.289
C 0.236 0.535 -4.928
C -0.083 0.587 -3.584
N 0.819 0.349 -2.626
C 3.345 0.553 0.569
C 2.307 0.089 1.606
C 2.886 0.149 3.051
C 2.332 1.266 3.869
C 1.120 1.729 3.608
C 0.262 1.004 2.590
N 1.031 0.734 1.384
C 1.980 3.234 -0.994
C 2.223 4.599 -1.036
C 1.161 5.480 -0.939
C -0.123 4.967 -0.805
C -0.282 3.600 -0.756
N 0.746 2.744 -0.844
H 3.345 2.247 -2.272
H 4.012 2.628 -0.706
H 2.975 -1.082 -1.394
H 4.116 -0.005 -2.201
H 3.521 -0.164 -4.546
H 1.827 0.203 -6.332
H -0.526 0.728 -5.669
H -1.085 0.828 -3.248
H 3.807 1.452 0.978
H 4.134 -0.199 0.484
H 3.973 0.237 3.004
H 2.950 1.715 4.637
H 0.706 2.564 4.153
H 0.050 0.020 3.029
H 3.237 4.961 -1.150
H 1.328 6.548 -0.971
H -0.985 5.616 -0.735
H -1.262 3.154 -0.646
C -1.859 -1.850 -1.819
N -1.409 -1.348 -0.491
P -1.906 0.285 -0.089
C -3.585 0.387 -0.734
C -3.992 1.637 -1.201
C -5.307 1.838 -1.594
C -6.216 0.793 -1.523
C -5.815 -0.455 -1.058
C -4.507 -0.662 -0.660
C -2.001 0.551 1.660
C -2.931 -0.124 2.420
C -3.208 0.251 3.736
C -2.657 1.454 4.249
C -1.734 2.147 3.546
C -1.128 1.618 2.278
P 0.253 -1.786 -0.149
C 0.505 -3.371 -0.943
C 1.499 -3.544 -1.906
C 1.743 -4.806 -2.430
C 0.990 -5.888 -2.002
C -0.008 -5.719 -1.046
C -0.246 -4.469 -0.508
C 0.638 -1.945 1.579
C 2.052 -1.467 1.811
C 2.501 -1.358 3.285
C 1.470 -1.723 4.305
C 0.293 -2.263 3.980
C -0.133 -2.375 2.584
H -2.546 -1.144 -2.275
H -2.375 -2.799 -1.666
H -1.010 -2.027 -2.476
H -3.289 2.459 -1.266
H -5.620 2.808 -1.957
H -7.241 0.948 -1.831
H -6.528 -1.267 -1.003
H -4.213 -1.637 -0.288
H -3.509 -0.929 1.980
H -3.929 -0.308 4.316
H -3.021 1.840 5.192
H -1.377 3.098 3.917
H -0.965 2.448 1.583
H 2.074 -2.704 -2.270
H 2.515 -4.942 -3.175
H 1.177 -6.871 -2.413
H -0.592 -6.568 -0.717
H -1.008 -4.352 0.254
H 2.751 -2.043 1.196
H 3.390 -1.954 3.495
H 1.742 -1.601 5.347
H -0.395 -2.587 4.748
H -1.136 -2.739 2.392


Entry 2:
89
Properties=species:S:1:pos:R:3 method="wB97M-V/def2-TZVPD" homo_lumo_gap_ev=7.12 multiplicity=1 total_charge=+2
Tc 0.184 0.340 0.920
C -4.864 -0.593 3.921
C -4.148 -1.780 3.338
C -4.622 -3.070 3.577
C -3.991 -4.180 3.039
C -2.875 -4.032 2.227
C -2.387 -2.761 1.972
C -3.014 -1.655 2.538
Sb -2.204 0.256 2.072
C -1.713 0.994 4.043
C -0.690 0.226 4.606
C -0.263 0.457 5.903
C -0.841 1.487 6.634
C -1.845 2.255 6.067
C -2.314 2.018 4.772
C -3.409 2.891 4.226
C -3.577 1.333 0.819
C -3.602 2.721 0.912
C -4.446 3.460 0.100
C -5.281 2.801 -0.788
C -5.235 1.420 -0.893
C -4.365 0.655 -0.119
C -4.290 -0.832 -0.335
H -5.922 -0.809 4.055
H -4.779 0.277 3.266
H -4.451 -0.333 4.899
H -5.509 -3.201 4.184
H -4.377 -5.169 3.246
H -2.394 -4.894 1.784
H -1.532 -2.620 1.321
H -0.236 -0.575 4.032
H 0.500 -0.174 6.342
H -0.528 1.679 7.652
H -2.302 3.045 6.651
H -2.978 3.801 3.800
H -4.090 3.190 5.021
H -3.987 2.391 3.450
H -2.960 3.236 1.614
H -4.460 4.540 0.172
H -5.962 3.364 -1.411
H -5.888 0.915 -1.594
H -4.754 -1.100 -1.282
H -4.814 -1.375 0.453
H -3.255 -1.180 -0.357
C -0.229 -0.689 -0.659
H -0.771 -0.128 -1.434
H 0.021 -1.682 -1.025
C 3.787 5.908 2.630
O 3.104 4.671 2.833
C 3.493 3.598 2.129
C 4.487 3.638 1.157
C 4.907 2.483 0.523
C 4.345 1.257 0.845
C 3.362 1.197 1.812
C 2.914 2.350 2.450
N 1.972 2.207 3.515
C 0.953 2.971 3.802
C 0.276 3.822 2.870
C -0.185 5.075 3.301
C -0.737 5.970 2.416
C -0.895 5.605 1.079
C -0.524 4.349 0.645
C 0.054 3.427 1.522
O 0.268 2.177 1.108
H 3.351 6.604 3.341
H 3.628 6.282 1.617
H 4.855 5.809 2.826
H 4.946 4.583 0.903
H 5.694 2.540 -0.217
H 4.673 0.354 0.348
H 2.918 0.250 2.092
H 2.203 1.472 4.175
H 0.574 2.917 4.819
H -0.023 5.358 4.335
H -1.044 6.951 2.751
H -1.337 6.298 0.375
H -0.679 4.044 -0.382
C 0.950 -1.093 1.725
C 1.635 -2.100 2.444
C 3.034 -2.234 2.353
C 3.688 -3.246 3.023
C 2.969 -4.160 3.785
C 1.587 -4.046 3.878
C 0.922 -3.024 3.232
H 3.598 -1.559 1.723
H 4.764 -3.331 2.948
H 3.482 -4.966 4.291
H 1.025 -4.764 4.460
H -0.153 -2.930 3.319


Entry 3:
102
Properties=species:S:1:pos:R:3 method="wB97M-V/def2-TZVPD" homo_lumo_gap_ev="6.74 / 7.04" multiplicity=2 s_squared=0.77 total_charge=0
Cr 1.349 1.722 0.924
Se -2.457 -3.781 2.447
P -1.970 -3.238 0.474
C -0.802 -4.476 -0.156
C -1.105 -5.371 -1.174
C -0.236 -6.416 -1.464
C 0.931 -6.575 -0.733
C 1.239 -5.681 0.286
C 0.377 -4.639 0.575
C -3.437 -3.202 -0.584
C -3.886 -2.018 -1.154
C -5.099 -1.988 -1.829
C -5.858 -3.140 -1.951
C -5.414 -4.327 -1.379
C -4.219 -4.354 -0.682
C -1.186 -1.593 0.351
C -0.334 -0.819 -0.450
N -0.090 0.308 0.263
N -0.805 0.250 1.390
N -1.462 -0.859 1.461
P 0.216 -0.869 -2.196
Se 0.345 1.082 -2.991
C -1.091 -1.774 -3.101
C -1.079 -3.140 -3.352
C -2.094 -3.735 -4.091
C -3.129 -2.969 -4.597
C -3.143 -1.601 -4.364
C -2.135 -1.008 -3.625
C 1.809 -1.756 -2.334
C 1.982 -3.111 -2.069
C 3.225 -3.707 -2.225
C 4.317 -2.956 -2.629
C 4.159 -1.601 -2.876
C 2.915 -1.009 -2.736
H -2.017 -5.258 -1.744
H -0.480 -7.112 -2.257
H 1.600 -7.398 -0.952
H 2.151 -5.798 0.858
H 0.600 -3.959 1.388
H -3.301 -1.113 -1.056
H -5.449 -1.058 -2.260
H -6.802 -3.114 -2.479
H -6.013 -5.225 -1.454
H -3.905 -5.260 -0.178
H -0.274 -3.762 -3.005
H -2.061 -4.801 -4.278
H -3.918 -3.432 -5.176
H -3.942 -0.989 -4.763
H -2.138 0.062 -3.468
H 1.173 -3.721 -1.699
H 3.335 -4.763 -2.018
H 5.285 -3.425 -2.748
H 5.004 -0.999 -3.184
H 2.789 0.042 -2.956
I 3.167 5.931 3.075
C 2.710 4.091 3.931
C 2.779 3.926 5.332
C 2.484 2.727 5.917
I 2.630 2.563 7.993
C 2.075 1.620 5.124
C 1.752 0.325 5.589
C 1.381 -0.641 4.697
C 1.288 -0.329 3.329
N 1.559 0.869 2.870
C 1.984 1.822 3.739
C 2.341 3.050 3.114
O 2.291 3.104 1.796
H 3.081 4.767 5.941
H 1.805 0.109 6.648
H 1.134 -1.641 5.024
H 0.969 -1.072 2.612
C 3.064 4.188 -3.501
C 2.312 4.794 -2.313
C 1.894 3.766 -1.369
N 1.589 2.917 -0.671
H 3.296 4.968 -4.224
H 2.461 3.425 -3.991
H 3.995 3.729 -3.173
H 1.417 5.327 -2.639
H 2.932 5.506 -1.766
F 2.606 -0.782 0.413
C 2.930 0.570 0.334
F 3.964 0.744 1.242
H 3.374 0.721 -0.655
C -0.984 6.592 1.626
C -1.365 5.147 1.930
C -2.712 4.815 1.294
C -1.422 4.940 3.448
N -0.317 4.328 1.291
N -0.455 2.925 1.480
H -1.721 7.278 2.045
H -0.929 6.749 0.548
H -0.010 6.833 2.060
H -3.465 5.537 1.610
H -3.066 3.825 1.588
H -2.633 4.849 0.206
H -2.151 5.616 3.899
H -0.447 5.143 3.899
H -1.725 3.925 3.716
H 0.592 4.583 1.667
H -1.177 2.581 0.855
H -0.748 2.672 2.423


Entry 4:
89
Properties=species:S:1:pos:R:3 method="wB97M-V/def2-TZVPD" homo_lumo_gap_ev=5.00 multiplicity=1 total_charge=+1
C 1.127 -4.803 -4.604
C 1.434 -3.915 -3.430
C 0.732 -4.063 -2.231
C 1.067 -3.318 -1.093
C 0.413 -3.635 0.214
C 2.016 -2.297 -1.224
N 2.366 -1.506 -0.088
C 1.611 -0.586 0.581
C 0.149 -0.514 0.602
C -0.688 -0.415 -0.606
C -1.996 -1.109 -0.577
C -0.099 -0.037 -1.865
C 1.001 0.842 -1.932
C 1.524 1.241 -3.158
C 1.031 0.690 -4.344
C -0.065 -0.176 -4.309
C -0.651 -0.513 -3.095
O -0.426 -0.661 1.717
N 2.313 -0.249 1.713
C 1.775 0.435 2.844
C 1.326 1.755 2.703
C 1.588 2.515 1.441
C 0.608 2.324 3.761
C 0.367 1.606 4.937
C -0.472 2.201 6.028
C 0.878 0.316 5.063
C 1.586 -0.292 4.022
C 2.033 -1.710 4.156
C 3.557 -0.869 1.662
C 3.600 -1.622 0.559
C 2.766 -2.151 -2.397
C 3.885 -1.164 -2.491
C 2.430 -2.940 -3.504
H 1.708 -4.499 -5.481
H 1.371 -5.853 -4.384
H 0.061 -4.764 -4.861
H -0.071 -4.797 -2.154
H 1.128 -3.705 1.045
H -0.353 -2.898 0.484
H -0.094 -4.605 0.127
H -2.735 -0.572 -1.192
H -1.900 -2.138 -0.975
H -2.391 -1.168 0.443
H 1.427 1.207 -0.996
H 2.340 1.963 -3.173
H 1.500 0.947 -5.294
H -0.469 -0.605 -5.230
H -1.502 -1.202 -3.076
H 1.267 3.560 1.546
H 2.651 2.503 1.160
H 1.017 2.102 0.601
H 0.218 3.339 3.652
H -0.182 1.780 6.997
H -0.356 3.289 6.059
H -1.540 1.986 5.883
H 0.688 -0.261 5.968
H 1.703 -2.080 5.134
H 1.579 -2.359 3.392
H 3.124 -1.819 4.112
H 4.265 -0.755 2.462
H 4.361 -2.279 0.175
H 4.163 -1.037 -3.545
H 3.605 -0.174 -2.109
H 4.782 -1.505 -1.954
H 2.976 -2.789 -4.436
F -1.545 5.945 -3.331
C -1.728 4.948 -2.406
C -1.741 5.296 -1.056
C -1.804 4.270 -0.121
C -1.963 2.919 -0.534
C -1.999 1.826 0.426
C -3.201 1.295 0.951
C -3.190 0.471 2.121
C -4.302 -0.293 2.443
C -5.454 -0.248 1.641
C -5.530 0.669 0.585
C -4.442 1.465 0.262
C -2.038 2.641 -1.917
C -1.876 3.640 -2.866
H -1.662 6.338 -0.750
H -1.753 4.471 0.952
H -1.082 1.617 0.978
H -2.278 0.417 2.714
H -4.277 -0.933 3.322
H -6.294 -0.906 1.865
H -6.449 0.761 -0.003
H -4.486 2.186 -0.558
H -2.181 1.605 -2.227
H -1.852 3.410 -3.929


Please write out number 1 again, unchanged.
92
Properties=species:S:1:pos:R:3 method="wB97M-V/def2-TZVPD" homo_lumo_gap_ev="6.99 / 5.75" multiplicity=5 s_squared=6.06 total_charge=+3
Rh 0.586 0.567 -0.584
C 3.113 2.260 -1.205
N 2.802 0.886 -0.766
C 3.090 -0.090 -1.832
C 2.103 0.091 -2.968
C 2.487 0.034 -4.294
C 1.541 0.245 -5.289
C 0.236 0.535 -4.928
C -0.083 0.587 -3.584
N 0.819 0.349 -2.626
C 3.345 0.553 0.569
C 2.307 0.089 1.606
C 2.886 0.149 3.051
C 2.332 1.266 3.869
C 1.120 1.729 3.608
C 0.262 1.004 2.590
N 1.031 0.734 1.384
C 1.980 3.234 -0.994
C 2.223 4.599 -1.036
C 1.161 5.480 -0.939
C -0.123 4.967 -0.805
C -0.282 3.600 -0.756
N 0.746 2.744 -0.844
H 3.345 2.247 -2.272
H 4.012 2.628 -0.706
H 2.975 -1.082 -1.394
H 4.116 -0.005 -2.201
H 3.521 -0.164 -4.546
H 1.827 0.203 -6.332
H -0.526 0.728 -5.669
H -1.085 0.828 -3.248
H 3.807 1.452 0.978
H 4.134 -0.199 0.484
H 3.973 0.237 3.004
H 2.950 1.715 4.637
H 0.706 2.564 4.153
H 0.050 0.020 3.029
H 3.237 4.961 -1.150
H 1.328 6.548 -0.971
H -0.985 5.616 -0.735
H -1.262 3.154 -0.646
C -1.859 -1.850 -1.819
N -1.409 -1.348 -0.491
P -1.906 0.285 -0.089
C -3.585 0.387 -0.734
C -3.992 1.637 -1.201
C -5.307 1.838 -1.594
C -6.216 0.793 -1.523
C -5.815 -0.455 -1.058
C -4.507 -0.662 -0.660
C -2.001 0.551 1.660
C -2.931 -0.124 2.420
C -3.208 0.251 3.736
C -2.657 1.454 4.249
C -1.734 2.147 3.546
C -1.128 1.618 2.278
P 0.253 -1.786 -0.149
C 0.505 -3.371 -0.943
C 1.499 -3.544 -1.906
C 1.743 -4.806 -2.430
C 0.990 -5.888 -2.002
C -0.008 -5.719 -1.046
C -0.246 -4.469 -0.508
C 0.638 -1.945 1.579
C 2.052 -1.467 1.811
C 2.501 -1.358 3.285
C 1.470 -1.723 4.305
C 0.293 -2.263 3.980
C -0.133 -2.375 2.584
H -2.546 -1.144 -2.275
H -2.375 -2.799 -1.666
H -1.010 -2.027 -2.476
H -3.289 2.459 -1.266
H -5.620 2.808 -1.957
H -7.241 0.948 -1.831
H -6.528 -1.267 -1.003
H -4.213 -1.637 -0.288
H -3.509 -0.929 1.980
H -3.929 -0.308 4.316
H -3.021 1.840 5.192
H -1.377 3.098 3.917
H -0.965 2.448 1.583
H 2.074 -2.704 -2.270
H 2.515 -4.942 -3.175
H 1.177 -6.871 -2.413
H -0.592 -6.568 -0.717
H -1.008 -4.352 0.254
H 2.751 -2.043 1.196
H 3.390 -1.954 3.495
H 1.742 -1.601 5.347
H -0.395 -2.587 4.748
H -1.136 -2.739 2.392